Record 1
Density functional theory data (ωB97M-V/def2-TZVPD) for C2H4N2S3 in the gas phase in a non-equilibrium geometry.

Structure (XYZ):
```
11
Properties=species:S:1:pos:R:3:forces:R:3
C 0.6196 1.8967 -0.4764 3.440 0.594 -0.845
C 1.0834 -0.7542 0.5492 -0.739 -1.648 -0.453
N -0.5465 1.9007 -0.1188 -0.480 0.931 -1.079
N -1.4198 1.2187 0.4103 -1.671 -1.888 1.472
S 1.8759 0.4804 -0.1536 0.311 2.251 -1.230
S 0.3871 -2.1489 -0.2446 0.112 0.776 -0.838
S -2.0084 -0.2997 -0.2652 0.368 1.728 -0.953
H 1.1860 2.7684 -0.9310 -1.099 -1.140 0.475
H 1.3355 -0.8719 1.5679 -0.155 -0.681 1.024
H 0.0591 -1.5761 -1.4996 0.638 -0.599 1.525
H -2.6768 -0.4910 0.8295 -0.725 -0.323 0.902
```
Forces are in eV/Å.

Summary:
E_tot in Eh: -1382.488789
HOMO level (spin up / spin down) in hartree: -0.2862 / -0.2812
Maximum force in eV/A: 3.592
Frontier orbital gap (spin up / spin down) in hartree: 0.2714 / 0.2519
Energy above the lowest of the compared OMol25 structures with the same formula, charge and spin in kcal per mole: 115.0

=====

Record 2
Density functional theory data (ωB97M-V/def2-TZVPD) for a molecular structure, C5H13BFGaIN2O5 in a non-equilibrium geometry.

Structure (XYZ):
```
29
Properties=species:S:1:pos:R:3:forces:R:3
C 5.4510 1.3149 1.4092 0.175 -0.617 -0.414
O 5.0286 1.8983 0.1822 0.185 0.288 0.288
B 3.7149 2.3101 0.1548 -0.040 0.066 0.419
O 3.4981 3.6066 -0.2970 -0.352 -0.297 -0.972
Ga 2.0307 1.1481 0.6335 -0.263 0.194 0.265
F 2.3344 -0.0850 1.9413 0.054 -0.127 -0.012
I 1.3530 -0.0988 -1.5847 -0.024 0.028 0.145
C 0.4377 2.2673 1.2664 -0.018 -0.040 0.285
O -0.8381 2.1063 0.5759 0.495 -0.482 -0.701
N -1.3891 0.8538 0.6287 -0.902 0.732 0.272
O -1.3494 0.3561 1.6988 0.582 -0.419 -0.010
H 6.4044 0.8257 1.2317 0.183 -0.018 -0.040
H 4.7499 0.5593 1.7582 -0.218 0.006 0.099
H 5.5925 2.0704 2.1777 -0.050 0.166 0.087
H 3.8916 3.6915 -1.1789 0.262 0.412 0.303
H 0.3027 2.1793 2.3416 -0.083 -0.126 0.190
H 0.6992 3.3018 1.0739 -0.073 0.222 -0.168
C -3.9005 -3.6439 -1.8908 0.027 -0.043 -0.066
C -2.7818 -2.6245 -1.9697 0.181 0.189 0.094
O -1.8781 -2.7202 -2.7826 -0.142 -0.217 -0.159
N -2.8175 -1.5937 -1.0909 -0.054 -0.016 -0.091
C -3.8046 -1.3260 -0.0670 0.201 0.100 -0.076
H -3.7258 -4.3984 -2.6516 0.054 0.018 -0.029
H -3.9173 -4.1259 -0.9127 -0.075 0.025 0.018
H -4.8678 -3.1742 -2.0742 -0.031 -0.025 0.074
H -2.0396 -0.9508 -1.1793 0.017 -0.001 0.098
H -4.2674 -0.3514 -0.2356 -0.061 -0.024 0.039
H -3.3315 -1.3101 0.9140 -0.036 -0.002 0.077
H -4.5802 -2.0868 -0.0729 0.005 0.005 -0.014
```
Forces are in eV/Å.

Summary:
E_tot in Eh: -3031.362397
HOMO level in hartree: -0.1814
Maximum force in eV/A: 1.193
Charge: -1
Frontier orbital gap in hartree: 0.2913
Energy above the lowest of the compared OMol25 structures with the same formula, charge and spin in kcal per mole: 0.0

=====

Record 3
Density functional theory data (ωB97M-V/def2-TZVPD) for a gas-phase ion, C19H25N4O6 (charge -1) in a non-equilibrium geometry.

Structure (XYZ):
```
54
Properties=species:S:1:pos:R:3:forces:R:3
C 4.6176 3.8241 0.9166 0.322 -0.161 0.246
C 3.5290 3.5885 -0.1064 -0.118 -0.217 -0.228
C 2.1747 3.9362 0.4561 -0.523 -0.053 0.233
C 3.7722 4.3870 -1.3680 0.163 0.061 -0.485
O 3.5543 2.1705 -0.5581 0.085 0.638 0.606
C 3.4448 1.2151 0.3719 0.529 -2.056 -0.006
N 3.8117 -0.1689 -0.1553 1.211 2.567 1.580
N 2.5633 -0.6238 -0.5160 -2.853 -2.628 1.570
C 2.1852 -1.7846 0.1391 -0.898 2.409 -0.842
O 1.0028 -2.0170 0.3955 0.682 -0.670 -0.322
O 3.2007 -2.6620 0.4254 -0.200 -1.536 0.396
C 2.8855 -4.1010 0.3748 0.006 0.527 0.233
C 2.1802 -4.4855 -0.9117 -0.130 0.135 -0.488
C 2.0033 -4.5148 1.5301 -0.295 -0.135 0.485
C 4.2253 -4.8111 0.4748 0.313 0.042 0.021
O 3.0767 1.3547 1.5138 0.398 -0.047 -0.837
H 5.5957 3.5451 0.5042 -0.112 0.028 0.097
H 4.6461 4.8864 1.1908 -0.023 -0.199 -0.083
H 4.4097 3.2265 1.8110 0.186 0.215 -0.153
H 1.4026 3.7610 -0.3004 0.038 -0.029 0.172
H 1.9751 3.3277 1.3419 -0.113 0.183 -0.202
H 2.1549 4.9987 0.7316 0.033 -0.170 -0.064
H 3.0101 4.1473 -2.1198 0.134 0.041 0.136
H 3.7231 5.4615 -1.1465 -0.001 -0.245 -0.006
H 4.7572 4.1652 -1.7948 -0.236 0.112 0.130
H 2.7500 -4.1608 -1.7928 -0.129 -0.024 0.153
H 2.0842 -5.5804 -0.9450 -0.001 0.253 -0.026
H 1.1797 -4.0344 -0.9341 0.299 -0.110 -0.098
H 2.5035 -4.3243 2.4860 -0.123 0.042 -0.080
H 1.0530 -3.9718 1.4850 0.302 -0.147 0.096
H 1.8149 -5.5945 1.4486 0.012 0.147 0.098
H 4.7120 -4.5934 1.4331 -0.066 0.041 -0.176
H 4.0666 -5.8932 0.4138 0.013 0.122 0.014
H 4.9010 -4.5196 -0.3381 -0.129 -0.016 0.121
C 5.1343 -1.6529 -1.4964 0.317 -0.617 -0.476
C 4.6078 -0.2353 -1.3869 -0.038 1.198 1.134
C 3.5961 0.0866 -2.4066 -1.413 0.758 -2.899
N 2.8427 0.4171 -3.2362 1.725 -0.527 1.188
C 5.7409 0.7698 -1.3235 0.802 -0.065 -0.817
C 6.8241 0.5758 -0.4383 -0.075 0.059 -0.287
C 7.9336 1.4133 -0.4921 -0.277 0.502 -0.289
C 7.9289 2.4884 -1.4047 -1.445 -0.833 0.286
N 8.9112 3.5078 -1.2849 2.320 2.081 0.063
O 8.8259 4.5202 -2.0214 0.126 -1.843 1.281
O 9.8229 3.3724 -0.4356 -1.575 0.168 -1.467
C 6.8673 2.6785 -2.3039 0.382 -0.271 0.415
C 5.7923 1.8027 -2.2628 0.557 0.064 -0.173
H 6.2225 -1.6724 -1.4134 -0.081 -0.023 -0.120
H 4.7034 -2.2391 -0.6858 0.098 0.124 -0.308
H 4.8473 -2.0837 -2.4566 0.097 -0.117 0.026
H 6.8150 -0.2603 0.2689 -0.093 0.365 -0.293
H 8.7964 1.2787 0.1557 -0.303 0.063 -0.062
H 6.8990 3.5016 -3.0107 0.015 -0.121 0.184
H 4.9939 1.9225 -2.9937 0.086 -0.085 0.323
```
Forces are in eV/Å.

Summary:
E_tot in Eh: -1409.391307
HOMO level in hartree: -0.1565
Maximum force in eV/A: 4.185
Charge: -1
Frontier orbital gap in hartree: 0.2035
Energy above the lowest of the compared OMol25 structures with the same formula, charge and spin in kcal per mole: 139.2

=====

Record 4
Density functional theory data (ωB97M-V/def2-TZVPD) for a molecular structure, C10H24F3InO10P2 in a non-equilibrium geometry.

Structure (XYZ):
```
50
Properties=species:S:1:pos:R:3:forces:R:3
In 7.8724 -9.3950 6.9074 -0.559 0.627 -0.923
C 7.3082 -7.8398 10.0915 0.288 -3.468 -2.779
O 6.3436 -8.6586 9.5291 -0.763 1.107 1.177
O 8.2269 -7.6571 9.2314 0.583 1.427 0.097
C 6.6869 -6.4600 10.6558 -1.015 2.220 1.205
F 7.6330 -5.6078 10.9303 0.375 -0.381 -0.203
F 5.8695 -5.9726 9.7513 0.347 -0.401 -0.262
F 6.0107 -6.7217 11.7507 0.136 -0.451 -0.057
C 5.1368 -8.9670 10.2798 -0.513 -1.225 0.506
C 4.4016 -10.0472 9.5174 -0.605 0.342 -0.686
H 3.8262 -9.6039 8.7021 0.130 -0.035 -0.087
H 5.0636 -10.7984 9.0882 0.160 0.005 0.221
H 3.6650 -10.5607 10.1327 0.163 0.069 0.254
H 4.5243 -8.0760 10.4262 0.088 0.103 -0.357
H 5.3702 -9.3486 11.2783 0.478 0.185 -0.072
H 7.7684 -8.3920 10.9645 -0.087 0.469 0.591
C 6.4531 -7.4734 2.8340 -0.449 1.127 0.233
O 6.2418 -8.7790 2.3019 0.377 -0.509 0.079
P 7.1180 -9.9532 2.8523 -0.255 0.324 -0.861
O 7.1769 -9.9841 4.3391 0.785 0.084 1.420
O 6.4626 -11.2171 2.2287 -0.017 0.120 -0.037
C 6.8272 -12.5502 2.6628 -0.266 0.142 0.500
O 8.4966 -9.7398 2.1031 -0.043 0.036 1.035
C 9.7122 -10.2059 2.6822 1.477 -0.573 -0.537
H 7.0843 -7.3911 3.7227 -0.022 -0.673 0.035
H 5.4658 -7.1077 3.1113 0.061 0.126 -0.047
H 6.8930 -6.7916 2.1068 -0.128 -0.339 -0.369
H 7.4089 -13.0640 1.9045 -0.114 0.132 -0.186
H 5.8837 -13.0451 2.8693 0.095 -0.243 -0.163
H 7.3933 -12.5009 3.5938 0.035 -0.019 -0.036
H 10.2243 -10.8477 1.9613 -0.306 -0.023 -0.120
H 9.6299 -10.8047 3.5900 -0.505 0.234 0.085
H 10.4239 -9.3951 2.8424 -0.416 0.293 0.160
C 8.6624 -4.8419 4.5504 0.488 -0.861 -0.595
O 7.3513 -4.7426 5.1058 -0.115 -0.422 -0.023
P 6.9177 -5.3469 6.4941 -0.204 1.494 -0.926
O 7.0289 -6.8245 6.5057 0.540 -1.156 0.765
O 5.4737 -4.8281 6.6493 -0.234 -0.447 -0.024
C 5.0912 -3.4435 6.4549 0.116 0.466 -0.092
O 7.7075 -4.5124 7.5786 0.255 -0.993 0.119
C 9.0256 -4.9081 7.9972 0.394 0.453 0.294
H 8.7641 -5.6388 3.8024 -0.794 0.149 -0.147
H 9.4151 -5.1897 5.2609 0.014 0.896 0.359
H 8.8441 -3.9028 4.0413 0.439 0.102 0.337
H 4.5038 -3.3377 5.5468 -0.205 -0.355 0.110
H 5.9558 -2.7941 6.3226 0.122 -0.146 0.270
H 4.5305 -3.1644 7.3394 -0.077 0.122 -0.086
H 9.6972 -4.0653 7.8360 -0.043 -0.033 -0.076
H 9.4132 -5.7794 7.4718 -0.185 -0.033 -0.054
H 9.0041 -5.1050 9.0672 -0.026 -0.067 -0.047
```
Forces are in eV/Å.

Summary:
E_tot in Eh: -2319.686999
HOMO level in hartree: -0.5828
Maximum force in eV/A: 4.453
Charge: +2
Frontier orbital gap in hartree: 0.1247
Energy above the lowest of the compared OMol25 structures with the same formula, charge and spin in kcal per mole: 0.0

=====

Record 5
Density functional theory data (ωB97M-V/def2-TZVPD) for a molecular structure, C17H35F6N6O9S2V in a non-equilibrium geometry.

Structure (XYZ):
```
76
Properties=species:S:1:pos:R:3:forces:R:3
V -0.4432 0.2093 0.2785 1.033 -0.240 0.635
C -4.0396 -1.4707 -0.3765 -0.266 2.185 -0.403
F -5.2611 -1.0484 -0.1198 -0.418 -0.175 0.283
F -3.3861 -1.6421 0.7609 0.248 -0.500 0.082
F -4.1003 -2.5773 -1.0770 0.390 -0.402 -0.139
S -3.2143 -0.0379 -1.3759 1.326 -0.125 -0.625
O -2.1728 -0.6998 -2.1391 -0.375 0.227 0.851
O -4.1926 0.6513 -2.1824 0.363 -0.437 1.402
N -2.4138 0.9177 -0.0862 -2.097 -1.779 -3.121
S -3.1718 2.3257 -0.0255 -1.047 2.134 2.252
O -4.6172 2.2533 0.0756 1.527 -0.329 -0.889
O -2.5440 3.0959 1.0312 0.215 -0.507 -0.930
C -2.6669 3.2619 -1.6444 -0.947 0.030 1.168
F -2.1014 2.4857 -2.5367 0.554 -0.614 -0.505
F -3.7245 3.8364 -2.1798 -0.241 0.087 -0.049
F -1.7994 4.2063 -1.2956 0.366 0.220 0.014
C 0.8984 3.2566 0.6868 -0.131 -0.185 -0.554
O 0.3576 2.1845 0.9148 -0.238 -0.501 0.436
N 2.1978 3.4137 0.4596 1.023 0.015 0.404
C 3.2310 2.4004 0.6409 -0.112 -0.171 -0.154
C 2.6855 4.6521 -0.1098 0.129 0.656 -0.666
H 0.3600 4.2037 0.5736 -0.415 -0.099 0.146
H 4.0321 2.8928 1.1883 0.234 -0.225 -0.094
H 3.5883 2.0325 -0.3243 0.173 0.224 -0.076
H 2.9270 1.5078 1.1810 -0.552 0.338 0.166
H 2.1100 5.5214 0.2056 -0.277 -0.186 -0.067
H 3.7208 4.8995 0.1249 -0.007 -0.471 0.465
H 2.6734 4.5773 -1.2024 -0.165 0.176 -0.005
C -1.9327 -0.4029 3.2457 -0.752 0.077 0.695
O -1.1686 -0.2349 2.3102 0.451 0.178 -0.722
N -1.8061 0.1548 4.4526 -0.143 0.210 -0.382
C -2.6305 -0.2653 5.5683 0.154 -0.744 0.839
C -0.8364 1.1930 4.6896 -0.163 1.525 0.242
H -2.8476 -1.0090 3.1926 0.162 -0.245 -0.280
H -2.1085 -1.0516 6.1226 0.036 0.036 0.061
H -3.5996 -0.6938 5.3157 0.068 0.203 -0.557
H -2.8073 0.5300 6.2892 0.062 0.297 -0.320
H 0.0355 0.8967 5.2719 0.042 -0.255 -0.195
H -0.5726 1.7422 3.7853 0.304 -0.777 -0.335
H -1.3255 2.0120 5.2294 -0.100 -0.366 0.415
C -0.5721 -2.9017 -1.2076 -0.398 0.091 -0.087
O -0.4011 -1.9033 -0.5190 0.101 0.389 0.557
N -0.8869 -4.0985 -0.7255 0.012 -0.400 0.180
C -1.3249 -5.1926 -1.5864 0.448 0.013 -0.072
C -1.0567 -4.3615 0.7092 -0.343 -0.559 -0.790
H -0.4900 -2.8646 -2.3010 -0.023 -0.034 -0.020
H -0.8410 -6.1229 -1.2870 -0.176 -0.013 0.292
H -1.0100 -5.0615 -2.6207 -0.191 0.419 0.004
H -2.4079 -5.2784 -1.5157 -0.026 -0.195 -0.143
H -2.0839 -4.7041 0.8542 -0.147 0.402 0.209
H -0.4667 -5.2480 0.9458 0.368 0.273 0.244
H -0.8194 -3.4911 1.3088 0.065 -0.007 -0.024
C 1.1070 1.5029 -2.4329 -0.271 0.469 -0.898
O 0.5086 0.8526 -1.5921 -0.072 -0.544 0.785
N 1.0788 1.2197 -3.7368 -0.020 0.133 -0.286
C 1.7964 1.9779 -4.7388 0.642 1.215 -0.090
C 0.4692 0.0051 -4.2049 0.198 -1.731 -0.247
H 1.6737 2.4185 -2.2158 0.018 0.017 0.218
H 1.2208 2.1102 -5.6527 -0.183 -0.424 0.051
H 2.7881 1.5959 -4.9900 -0.182 -0.551 -0.009
H 2.0035 3.0080 -4.4341 -0.245 -0.109 0.478
H 0.0117 0.0752 -5.1905 -0.123 0.588 0.124
H 1.2461 -0.7631 -4.3359 0.094 0.117 0.024
H -0.2422 -0.4403 -3.5130 -0.116 0.568 0.158
C 2.4608 -1.0663 1.5384 -0.120 0.462 -0.827
O 1.3183 -0.7998 1.1824 0.014 0.494 0.064
N 3.2851 -1.8222 0.8153 0.418 0.757 -0.067
C 4.6080 -2.2056 1.2708 0.383 -0.313 0.238
C 2.9865 -2.1765 -0.5685 0.460 -0.791 0.097
H 2.9152 -0.5882 2.4124 -0.043 -0.417 0.419
H 4.6097 -3.2789 1.4705 0.208 -0.057 -0.262
H 4.9608 -1.7478 2.1955 -0.616 0.343 0.048
H 5.3612 -1.9474 0.5265 -0.085 -0.191 -0.170
H 3.6352 -1.6754 -1.2923 0.164 0.338 0.337
H 3.2635 -3.2316 -0.6344 -0.492 -0.108 -0.388
H 1.9614 -1.9755 -0.8535 -0.136 -0.128 0.363
```
Forces are in eV/Å.

Summary:
E_tot in Eh: -4013.894132
Multiplicity: 4
HOMO level (spin up / spin down) in hartree: -0.3765 / -0.4443
Maximum force in eV/A: 4.159
Charge: +1
Frontier orbital gap (spin up / spin down) in hartree: 0.3006 / 0.3682

=====

Record 6
Density functional theory data (ωB97M-V/def2-TZVPD) for a gas-phase ion, C3H8N2O (charge +1) in a non-equilibrium geometry.

Structure (XYZ):
```
14
Properties=species:S:1:pos:R:3:forces:R:3
C -0.9971 0.4949 0.8373 0.865 0.093 -0.033
C 0.0745 -0.5688 0.4401 -0.195 -1.259 0.006
C 0.8521 -0.1084 -0.8057 -0.374 -0.348 -0.472
N 0.2751 -0.4722 -1.9792 0.568 0.543 -0.244
O 1.9144 0.4514 -0.7527 0.016 0.115 0.506
N -1.5518 0.2178 2.1004 -1.259 0.146 -0.963
H -1.7885 0.5794 0.0828 -0.061 -0.390 -0.061
H -0.4379 1.4025 0.8422 0.073 0.961 0.329
H -0.3403 -1.5426 0.1851 -0.466 -0.010 -0.034
H 0.7354 -0.8087 1.2695 0.218 0.654 0.039
H 0.8057 -0.1641 -2.7851 -0.293 -0.121 -0.073
H -0.6559 -0.8169 -2.1293 0.027 -0.129 0.263
H -2.3272 -0.4533 2.0914 0.468 -0.057 0.436
H -1.6255 0.9548 2.7973 0.413 -0.196 0.302
```
Forces are in eV/Å.

Summary:
E_tot in Eh: -303.534504
Multiplicity: 2
HOMO level (spin up / spin down) in hartree: -0.5363 / -0.5135
Maximum force in eV/A: 1.592
Charge: +1
Frontier orbital gap (spin up / spin down) in hartree: 0.4024 / 0.1803
Energy above the lowest of the compared OMol25 structures with the same formula, charge and spin in kcal per mole: 7.5

=====

- What is the E_tot in the first record?
  -1382.488789 Eh